(1)
16
Properties=species:S:1:pos:R:3:forces:R:3:lowdin_charge:R:1 method="wB97M-V/def2-TZVPD" de_lowest_ev=2.720 gap_ev=10.8 smiles="[H]/N=C(/C)OC1CC1" total_charge=0 mol_weight_g_mol=99.1
H -0.73431 1.09373 2.74892 -0.003 0.080 -0.129 0.061
N -0.81169 1.75883 1.97520 0.109 -0.199 -0.227 0.143
C -0.34751 1.24804 0.91421 -0.095 0.269 0.073 -0.497
C -0.31557 1.99192 -0.38249 -0.007 0.075 -0.078 -0.017
O 0.15411 -0.01751 0.92519 -0.013 0.140 0.111 -0.018
C 0.73623 -0.62569 -0.20639 0.230 -0.101 0.118 -0.325
C -0.26667 -1.39225 -1.02647 -0.140 -0.967 0.296 -0.074
C 0.63756 -2.08138 -0.00739 0.014 -0.163 0.354 -0.101
H 0.71584 2.12103 -0.72751 -0.132 0.005 0.035 0.087
H -0.85890 1.44791 -1.16194 0.072 0.082 0.112 0.085
H -0.76981 2.96708 -0.21746 0.056 -0.087 -0.092 0.084
H 1.63151 -0.12906 -0.57717 -0.177 -0.157 -0.020 0.149
H -1.29526 -1.12770 -0.81039 0.059 -0.421 0.191 0.107
H -0.09300 -2.11049 -1.81247 -0.076 1.464 -1.454 0.097
H 0.19404 -2.50528 0.87698 0.383 0.199 0.420 0.109
H 1.42344 -2.63920 -0.51081 -0.281 -0.216 0.291 0.109

***

(2)
57
Properties=species:S:1:pos:R:3:forces:R:3:lowdin_charge:R:1 method="wB97M-V/def2-TZVPD" de_lowest_ev=1.186 gap_ev=9.1 smiles="C#Cc1ccc([C@@H]2C=C(C(=O)Nc3ccccc3)O[C@H](OCC)[C@H]2CCCO)cc1" total_charge=0 mol_weight_g_mol=405.5
C -6.53503 -4.75844 1.16567 0.480 0.415 -0.195 0.137
C -5.66733 -4.00807 0.81180 -0.627 -0.544 0.250 -0.103
C -4.64488 -3.12253 0.39467 0.378 0.361 -0.182 -0.257
C -4.89183 -2.18357 -0.60562 -0.022 -0.061 0.061 -0.017
C -3.88982 -1.32316 -1.00949 0.097 -0.004 0.031 -0.023
C -2.62921 -1.37697 -0.42817 -0.065 0.003 -0.102 -0.194
C -1.54168 -0.41991 -0.84980 0.147 0.130 0.199 -0.217
C -0.24272 -1.14141 -1.03225 0.307 0.203 0.057 0.044
C 0.91628 -0.66434 -0.57891 -0.624 0.003 -0.286 -0.160
C 2.17920 -1.45651 -0.70149 0.100 0.012 0.016 -0.389
O 2.21489 -2.51209 -1.30099 0.010 -0.027 0.005 0.082
N 3.22453 -0.86186 -0.06887 -0.198 0.460 0.231 0.150
C 4.54999 -1.27982 0.04284 0.379 -0.247 -0.045 -0.215
C 5.01968 -2.45889 -0.52875 -0.185 -0.085 -0.098 -0.010
C 6.34917 -2.80918 -0.38022 0.109 0.090 0.082 -0.080
C 7.22010 -2.00094 0.33070 0.126 -0.068 -0.007 -0.102
C 6.75348 -0.82721 0.89960 -0.002 0.014 0.008 -0.092
C 5.42794 -0.46623 0.75815 -0.092 -0.031 -0.041 -0.031
O 1.06744 0.56086 0.01575 0.131 -0.327 0.095 0.001
C -0.05304 1.43861 -0.05537 -0.620 0.169 -0.126 -0.315
O 0.10837 2.42066 0.90494 -0.075 -0.346 -0.038 -0.067
C 1.05657 3.43648 0.62480 0.259 0.196 -0.029 -0.241
C 2.51150 3.00796 0.78640 -0.332 -0.006 -0.066 -0.068
C -1.36425 0.68544 0.20917 0.142 0.285 -0.073 -0.181
C -2.58096 1.61277 0.30088 0.127 -0.048 -0.003 -0.125
C -2.87633 2.45301 -0.95051 0.074 0.349 0.324 -0.161
C -2.58864 3.93570 -0.72973 0.204 -0.141 -0.517 -0.272
O -3.53536 4.43970 0.18789 -0.247 0.091 0.280 -0.057
C -2.38699 -2.31574 0.56894 -0.025 0.048 -0.045 -0.014
C -3.37955 -3.18225 0.97874 -0.041 0.025 -0.007 -0.011
H -7.29267 -5.41497 1.47453 -0.413 -0.358 0.169 0.017
H -5.87019 -2.13653 -1.06105 -0.055 -0.015 -0.012 0.118
H -4.08951 -0.60005 -1.78757 -0.002 0.084 -0.088 0.116
H -1.83547 0.03211 -1.80531 -0.030 -0.026 0.061 0.146
H -0.24745 -2.10696 -1.51128 0.147 -0.117 -0.040 0.135
H 2.99993 0.00770 0.39952 -0.002 -0.151 -0.122 0.124
H 4.34153 -3.08730 -1.08105 -0.021 -0.013 -0.013 0.099
H 6.70661 -3.72546 -0.82603 0.015 -0.075 -0.040 0.104
H 8.25639 -2.28228 0.44201 0.084 -0.023 0.009 0.098
H 7.42465 -0.18962 1.45616 0.038 0.052 0.041 0.102
H 5.06392 0.45049 1.20205 -0.041 0.094 0.046 0.106
H -0.05829 1.88299 -1.07208 0.069 -0.072 0.188 0.180
H 0.89459 3.82223 -0.39332 -0.053 0.010 0.131 0.121
H 0.82087 4.22435 1.34539 0.035 -0.005 -0.167 0.125
H 2.64406 2.51895 1.74813 0.065 -0.045 0.106 0.083
H 2.80258 2.32391 -0.00641 0.089 -0.013 -0.028 0.064
H 3.15223 3.88524 0.74333 0.083 0.086 0.003 0.078
H -1.24205 0.20646 1.18700 0.048 -0.050 -0.043 0.166
H -2.43705 2.28637 1.14512 -0.090 -0.050 0.060 0.118
H -3.44279 0.98459 0.53032 0.016 0.034 0.089 0.116
H -2.29004 2.11413 -1.80538 -0.031 -0.009 -0.120 0.105
H -3.93155 2.36476 -1.21046 -0.004 -0.011 -0.147 0.116
H -2.66577 4.47400 -1.68740 0.060 -0.086 0.118 0.119
H -1.57145 4.06423 -0.33814 -0.022 -0.021 -0.059 0.103
H -3.33304 5.36043 0.37992 -0.003 -0.074 -0.008 0.089
H -1.40660 -2.37018 1.02006 0.108 -0.020 0.051 0.123
H -3.18498 -3.91168 1.75118 -0.004 -0.045 0.038 0.119